[1]
Here is a structure of composition C23H30IrN7 from the OMol25 dataset. Energies are from the ωB97M-V functional and the def2-TZVPD basis.

HOMO = -0.4685 Ha
Frontier orbital gap = 6.44 eV
E_LUMO = -6.30 eV

The geometry in ORCA input format:
```
! RIJCOSX wB97M-V def2-TZVPD def2/J DEFGRID3
* xyz 2 1
Ir -0.20853 -0.27563 -0.06364
C 2.37260 -0.51983 -1.43757
C 1.60388 0.60362 -2.09634
N 0.13015 0.27744 -2.05826
C -0.64957 1.51118 -2.36134
C -0.71559 2.37435 -1.11789
C -1.24758 3.64729 -1.08154
C -1.35234 4.28576 0.14908
C -0.93177 3.63804 1.30517
C -0.39413 2.37065 1.19218
C 0.09740 1.54642 2.35488
N 0.19859 0.08041 2.04492
C 1.59960 -0.40682 2.25816
C 2.44875 -0.03278 1.05508
N 1.79947 -0.72678 -0.07908
N -0.27604 1.78165 0.00007
H 3.44926 -0.35385 -1.40352
H 2.20264 -1.44085 -1.98822
H 1.92062 0.76462 -3.12815
H 1.73808 1.54181 -1.55806
H -0.06394 -0.44208 -2.74970
H -1.65177 1.23840 -2.69172
H -0.17349 2.05475 -3.18130
H -1.59331 4.12288 -1.98936
H -1.78347 5.27583 0.21076
H -1.02449 4.10876 2.27450
H -0.52603 1.69944 3.23572
H 1.09464 1.90060 2.62579
H -0.40613 -0.45048 2.66432
H 1.54466 -1.49474 2.33476
H 2.01290 -0.02578 3.19240
H 3.48406 -0.35279 1.18501
H 2.44563 1.04064 0.85320
H 1.84890 -1.73075 0.11698
N -7.69904 -0.22477 0.10399
C -6.55208 -0.22352 0.07618
C -5.11668 -0.20739 0.04180
C -4.39136 0.31579 1.10593
C -3.01535 0.31741 1.02972
N -2.33665 -0.15847 -0.02715
C -3.04782 -0.67603 -1.04228
C -4.42595 -0.71697 -1.05112
H -4.88872 0.70982 1.98060
H -2.42813 0.71488 1.84474
H -2.47941 -1.10376 -1.85392
H -4.95005 -1.14925 -1.89148
C -0.39929 -2.85595 -2.62141
C -0.20230 -3.18059 -1.16869
C 0.03945 -4.44343 -0.68584
C -0.08708 -4.39473 0.71609
C -0.40494 -3.10412 1.05356
C -0.82042 -2.62890 2.41435
N -0.42296 -2.32032 -0.09354
H -0.66542 -3.77515 -3.14147
H 0.46790 -2.45935 -3.15785
H -1.25471 -2.19369 -2.78986
H 0.18674 -5.32577 -1.28849
H -0.05076 -5.23238 1.39434
H -1.43013 -3.39548 2.89143
H -1.47556 -1.75360 2.35499
H 0.00665 -2.42696 3.10333
*
```

[2]
Here is a cluster of 2 separate species, C6H17N2P in total at a distorted geometry from the OMol25 dataset. Energies are from the ωB97M-V functional and the def2-TZVPD basis.

Energy relative to the best compared isomer or geometry (same formula, charge and spin) = 35.5 kJ/mol
HOMO = -0.2810 Ha
SMILES = CC(C)NC(C)C.[H]/N=P\[H]
Frontier orbital gap = 6.95 eV
E_LUMO = -0.70 eV

The geometry in ORCA input format:
```
! RIJCOSX wB97M-V def2-TZVPD def2/J DEFGRID3
* xyz 0 1
C 0.03300 -2.31938 1.09205
C -1.62720 -1.95799 -0.70335
C -1.36918 1.64626 -1.02428
C 0.12876 2.15083 0.98289
C -1.03236 -1.37119 0.59457
C -0.87504 1.17918 0.37007
N 3.64202 1.60066 -0.52124
N -0.34255 -0.13095 0.21935
P 3.17069 0.21014 -1.03307
H -0.43756 -3.22778 1.45456
H 0.85603 -2.60269 0.44412
H 0.55818 -1.88264 1.85374
H -1.81292 -3.11968 -0.56528
H -0.80828 -1.92578 -1.45617
H -2.37392 -1.39886 -1.13890
H -1.63406 2.66288 -1.07237
H -0.68440 1.24997 -1.77749
H -2.26738 1.12200 -1.23874
H 0.40614 1.80119 2.04379
H -0.34765 3.17859 1.16248
H 1.06786 2.31486 0.37318
H -1.89780 -1.24836 1.22629
H -1.61808 1.19624 1.17896
H 0.50674 -0.21435 -0.44257
H 4.59936 1.78048 -0.35162
H 4.15959 -0.69361 -1.67097
*
```

[3]
Here is a structure of composition C36H48N9OSSr at a distorted geometry from the OMol25 dataset. Energies are from the ωB97M-V functional and the def2-TZVPD basis.

Energy relative to the best compared isomer or geometry (same formula, charge and spin) = 0.0 kJ/mol
HOMO (alpha / beta) = -0.2701 / -0.2702 Ha
Frontier orbital gap (alpha / beta) = 4.94 / 4.94 eV
E_LUMO (alpha / beta) = -2.41 / -2.41 eV

The geometry in ORCA input format:
```
! RIJCOSX wB97M-V def2-TZVPD def2/J DEFGRID3
* xyz 1 1
Sr 2.55907 16.15424 14.79883
C 3.35714 16.47840 10.26714
C 3.35353 16.56398 11.76087
N 2.37179 16.89687 12.56875
C 0.99858 17.10450 12.09948
C 0.02184 17.64415 13.16893
N 0.05390 16.93682 14.46775
C -0.41311 17.73125 15.63079
C 0.32226 17.30398 16.89116
N 1.75167 17.63113 16.74950
C 2.78965 17.02611 17.67647
C 4.23221 17.20879 17.14796
N 4.79915 15.88302 16.62790
C 5.91353 15.92386 15.76394
C 7.29131 16.04483 16.34787
C 5.85318 15.79224 14.31749
C 6.98342 15.40918 13.53186
C 6.90656 15.35060 12.13959
C 5.67401 15.66442 11.52750
C 4.60617 16.14632 12.33444
N 4.71685 16.18406 13.66638
H 2.49738 17.01174 9.84547
H 3.34131 15.46043 9.84165
H 4.26226 16.95541 9.86280
H 0.50983 16.19910 11.70709
H 0.98529 17.87490 11.31025
H -0.96902 17.57082 12.69864
H 0.24706 18.69949 13.38248
H -0.56870 16.11424 14.45805
H -1.47901 17.54344 15.83739
H -0.32297 18.82782 15.50948
H 0.23795 16.22861 17.09891
H -0.13203 17.86224 17.75061
H 1.82244 18.63315 16.84451
H 2.57123 15.95655 17.72690
H 2.69326 17.37204 18.72922
H 4.85571 17.56275 17.96971
H 4.28778 17.96605 16.34428
H 7.37595 16.78001 17.16621
H 7.88879 16.42516 15.47458
H 7.62695 15.03254 16.68062
H 7.83467 15.00481 14.05513
H 7.73514 15.10220 11.48873
H 5.53344 15.50839 10.46703
C 2.47014 22.65196 13.19043
N 3.23756 21.43810 13.56324
C 4.33556 20.95020 12.93361
C 4.71619 19.82884 13.58750
N 3.83747 19.57561 14.65093
C 2.98569 20.58968 14.61767
H 2.66236 22.90817 12.13703
H 2.77891 23.51151 13.79636
H 1.41933 22.47301 13.36373
H 4.78585 21.37837 12.05045
H 5.57936 19.18542 13.33234
H 2.25145 20.84107 15.37563
C 0.65578 9.73243 11.42516
C 0.28574 11.15061 11.78954
C 1.36031 12.20590 11.59167
N 2.57336 11.98832 12.37391
C 2.70051 12.39820 13.66504
S 1.52736 13.30745 14.51129
N 3.82446 11.92696 14.34214
C 5.14517 11.61770 13.78917
O 6.10041 12.29284 14.10174
C 5.31209 10.42704 12.96480
C 4.32525 9.44630 12.91449
C 4.43886 8.33896 12.06821
C 5.61138 8.14084 11.34563
C 6.66207 9.05912 11.43811
C 6.50052 10.20220 12.23106
H -0.26617 9.10065 11.38462
H 1.35242 9.24279 12.09659
H 1.02535 9.66504 10.40561
H -0.06809 11.22763 12.82668
H -0.55730 11.41750 11.13916
H 0.96575 13.15290 11.91372
H 1.68764 12.24431 10.54783
H 3.21968 11.22953 12.11561
H 3.91123 12.49689 15.22380
H 3.40400 9.51156 13.52086
H 3.60981 7.64657 11.92572
H 5.73303 7.25386 10.74405
H 7.59911 8.92641 10.89778
H 7.25436 10.96889 12.32613
C 4.77243 12.48369 19.20735
C 3.89232 12.57414 18.11631
C 3.93351 13.68181 17.30011
C 4.79878 14.75138 17.57331
C 5.66976 14.67184 18.67362
C 5.57591 13.56573 19.53600
H 4.80161 11.59803 19.84137
H 3.12461 11.81663 17.94314
H 3.24522 13.76311 16.45646
H 6.31444 15.49641 18.94040
H 6.15153 13.53369 20.44972
*
```

[4]
Here is a structure of composition C5H8BiLiO4 at a distorted geometry from the OMol25 dataset. Energies are from the ωB97M-V functional and the def2-TZVPD basis.

Energy relative to the best compared isomer or geometry (same formula, charge and spin) = 578.6 kJ/mol
HOMO (alpha / beta) = -0.3790 / -0.4029 Ha
Expectation value of S² = 1.66
Frontier orbital gap (alpha / beta) = 6.02 / 4.12 eV
E_LUMO (alpha / beta) = -4.29 / -6.85 eV

The geometry in ORCA input format:
```
! RIJCOSX wB97M-V def2-TZVPD def2/J DEFGRID3
* xyz 1 2
C -3.22248 1.02609 0.56449
C -3.50652 -0.27203 -0.15567
O -2.48586 -0.84391 -0.75486
Li -2.31598 -2.57126 -1.29965
H -4.15272 1.45232 0.97160
H -2.50863 0.88166 1.38810
H -2.79841 1.74932 -0.15011
H -4.33866 -0.14317 -1.36083
H -4.02616 -0.98302 0.52841
O -4.85040 -0.24096 -4.24016
C -3.02387 -2.77888 -3.33602
C -5.16268 -0.50696 -3.02811
O -2.46281 -2.67519 -4.42954
O -4.43606 -2.71268 -3.56498
C -5.20992 -1.97053 -2.64172
Bi -4.13274 -1.75612 -5.56349
H -6.00289 0.07494 -2.60364
H -6.24466 -2.33884 -2.66498
H -4.77218 -2.03453 -1.62302
*
```

[5]
Here is a structure of composition BrMgPd from the OMol25 dataset. Energies are from the ωB97M-V functional and the def2-TZVPD basis.

Energy relative to the best compared isomer or geometry (same formula, charge and spin) = 13.4 kJ/mol
HOMO (alpha / beta) = -0.9655 / -0.9226 Ha
Expectation value of S² = 2.01
Frontier orbital gap (alpha / beta) = 9.44 / 5.84 eV
E_LUMO (alpha / beta) = -16.83 / -19.27 eV

The geometry in ORCA input format:
```
! RIJCOSX wB97M-V def2-TZVPD def2/J DEFGRID3
* xyz 3 3
Pd -2.19460 1.00192 -0.07521
Mg 1.63458 -1.68986 -0.13308
Br 0.56003 0.68795 0.20829
*
```

[6]
Here is a structure of composition C6H10B2O4Sn at a distorted geometry from the OMol25 dataset. Energies are from the ωB97M-V functional and the def2-TZVPD basis.

Energy relative to the best compared isomer or geometry (same formula, charge and spin) = 0.0 kJ/mol
HOMO = -0.0625 Ha
Frontier orbital gap = 6.31 eV
E_LUMO = 4.61 eV

The geometry in ORCA input format:
```
! RIJCOSX wB97M-V def2-TZVPD def2/J DEFGRID3
* xyz -2 1
Sn 1.89506 0.70818 0.93636
B 4.00484 -0.84331 -0.82307
H 4.58568 0.19655 -0.81383
H 4.06264 -1.37673 0.22930
H 2.83635 -0.64520 -1.05974
H 4.41085 -1.58505 -1.64930
B 1.10046 -2.06401 1.19501
H 0.64320 -1.49502 0.24879
H 0.78748 -3.19589 1.06945
H 2.28128 -1.97649 1.10479
H 0.71000 -1.62652 2.22876
C -2.28896 -0.14629 0.36281
C -1.19238 0.68930 0.57386
C -1.13749 1.98034 -0.22298
O 0.02371 2.42814 -0.25228
C -2.28029 2.51695 -0.80618
C -3.42988 1.70452 -0.92077
C -3.40705 0.26567 -0.41351
O -4.37650 -0.50355 -0.47210
O -4.46956 2.18012 -1.40988
O -0.19938 0.41014 1.31825
H -2.22690 -1.14006 0.78440
H -2.33315 3.51821 -1.20815
*
```

[7]
Here is a cluster of 4 separate species, C32H68IN4O5S4 in total at a distorted geometry from the OMol25 dataset. Energies are from the ωB97M-V functional and the def2-TZVPD basis.

HOMO = -0.3742 Ha
Frontier orbital gap = 7.41 eV
E_LUMO = -2.77 eV

The geometry in ORCA input format:
```
! RIJCOSX wB97M-V def2-TZVPD def2/J DEFGRID3
* xyz 1 1
C 2.61525 2.67016 4.41040
C 3.24504 1.21600 4.48262
C 2.28259 0.03570 4.00168
O 1.17601 0.44763 3.17902
C 1.58885 0.76488 1.84299
C 0.96296 -0.30617 0.84632
N 0.51575 0.31165 -0.43091
C -0.30609 -0.62303 -1.30767
C -0.87438 0.30249 -2.47816
C 0.25004 0.69463 -3.54506
C 0.08545 2.15984 -4.12342
N 0.76389 3.10039 -3.16308
C 0.70643 -1.74607 -1.79050
C 0.01132 -2.69720 -2.89194
C -1.03303 -3.72606 -2.28021
C -2.41786 -3.08734 -1.81345
C -3.54546 -4.20577 -1.98702
C -4.63258 -4.07530 -0.81019
C -5.56048 -2.81635 -1.21402
C -6.89125 -2.74424 -0.33715
C -6.67809 -1.70649 0.85779
C -6.95948 -0.22181 0.33006
C -8.51108 0.05103 0.05309
O -8.57327 0.88026 -1.13929
C -9.45061 2.00461 -0.94308
C 1.18471 -2.54114 -0.49254
I 2.36169 -4.24287 -1.13692
C 1.86486 -1.63926 0.65404
C 3.39856 -1.31727 0.42953
C 3.71492 -0.22124 -0.65859
N 4.74814 0.54612 -0.42724
N 1.58510 -2.39453 1.93788
C 2.54980 -3.14297 2.27294
S 3.86788 -4.06567 2.58152
H 1.98682 2.87241 3.49775
H 2.04413 2.95456 5.34899
H 3.49461 3.39757 4.37101
H 3.48676 1.00415 5.57686
H 4.22433 1.10222 3.92603
H 1.82629 -0.41605 4.94327
H 2.93034 -0.77306 3.55119
H 1.08050 1.76229 1.59710
H 2.69463 0.94664 1.72634
H 0.01949 -0.69296 1.36088
H 1.24655 0.77064 -0.99242
H -0.14834 1.06835 -0.17281
H -1.11592 -1.02809 -0.62483
H -1.78397 -0.15510 -2.98521
H -1.23488 1.28639 -2.02451
H 1.30756 0.63576 -3.11660
H 0.21469 -0.01899 -4.43267
H -0.97664 2.45765 -4.35785
H 0.66105 2.26095 -5.10649
H 1.76768 2.87461 -3.25129
H 0.67555 4.06867 -3.48443
H 1.61768 -1.31654 -2.32534
H 0.78823 -3.26427 -3.50141
H -0.56290 -2.08533 -3.66654
H -1.28335 -4.46708 -3.11187
H -0.64276 -4.34981 -1.42465
H -2.32682 -2.91849 -0.68472
H -2.67045 -2.09927 -2.29394
H -3.07315 -5.22698 -1.87296
H -4.09539 -4.11226 -2.97321
H -5.25349 -5.01230 -0.69828
H -4.17283 -3.83415 0.19328
H -4.90094 -1.90101 -1.14097
H -5.81747 -2.97637 -2.30934
H -7.72529 -2.40681 -1.03604
H -7.06807 -3.78690 0.07023
H -5.63216 -1.78611 1.30542
H -7.46700 -1.95432 1.63472
H -6.59754 0.53239 1.09552
H -6.40859 -0.04914 -0.65051
H -9.07617 -0.90712 -0.13428
H -8.98450 0.56540 0.94856
H -9.20249 2.56275 0.00935
H -9.31874 2.68358 -1.83410
H -10.52206 1.63550 -0.94463
H 0.23904 -2.96595 -0.01449
H 4.05262 -2.20569 0.20515
H 3.78457 -0.88887 1.41433
H 3.12180 -0.00555 -1.59355
H 4.85234 1.22037 -1.20709
C 7.18933 2.58489 0.33114
S 8.66049 2.57938 1.37699
O 8.51356 3.69401 2.36004
C 9.80516 3.13491 0.09843
H 6.33243 2.30159 0.94208
H 7.02660 3.58346 -0.07943
H 7.31114 1.86068 -0.47564
H 9.48260 4.09784 -0.29845
H 9.84629 2.39392 -0.70134
H 10.79291 3.23957 0.54419
C -12.15258 -2.12207 2.66897
S -10.41068 -2.49874 2.94910
O -9.61200 -1.62614 2.03405
C -10.45139 -4.14904 2.21958
H -12.34446 -1.10755 3.01894
H -12.38218 -2.18681 1.60411
H -12.77289 -2.82097 3.23183
H -10.78567 -4.08967 1.18260
H -11.12475 -4.78488 2.79635
H -9.44398 -4.56364 2.25374
C 12.63362 5.56955 1.01967
S 12.40566 6.17509 -0.66514
O 11.72356 5.09505 -1.44076
C 14.15232 6.14288 -1.11815
H 11.65214 5.47409 1.48603
H 13.12286 4.59393 1.00306
H 13.23382 6.28257 1.58651
H 14.54809 5.13262 -1.00363
H 14.70512 6.83791 -0.48421
H 14.24192 6.45263 -2.15903
*
```

[8]
Here is the ion C4H8NO2 with charge -1 at a distorted geometry from the OMol25 dataset. Energies are from the ωB97M-V functional and the def2-TZVPD basis.

Energy relative to the best compared isomer or geometry (same formula, charge and spin) = 76.9 kJ/mol
HOMO = -0.1432 Ha
SMILES = CC[C@@H](N)C(=O)[O-]
Frontier orbital gap = 7.89 eV
E_LUMO = 3.99 eV

The geometry in ORCA input format:
```
! RIJCOSX wB97M-V def2-TZVPD def2/J DEFGRID3
* xyz -1 1
O 0.44904 0.33013 -2.83359
C 0.04860 -0.51465 -1.99687
O -0.15263 -1.75875 -2.13724
C -0.44783 0.13161 -0.67116
C 0.07760 -0.68041 0.50387
C -0.11494 -0.00209 1.94744
N 0.08212 1.48211 -0.59431
H -1.55969 0.09302 -0.59089
H -0.28814 -1.68020 0.57801
H 1.15860 -0.74732 0.33958
H -1.12691 0.46389 2.04477
H 0.72726 0.75270 2.24823
H -0.08801 -0.84376 2.67061
H 0.88870 1.36476 0.09856
H 0.34622 1.60895 -1.60703
*
```

Q: Which formula does entry 3 have?
A: C36H48N9OSSr